#P
This record from OMol25 describes a 2-piece molecular cluster, C3H8N2O3S overall. The level of theory is wB97M-V/def2-TZVPD.

```
17
C3H8N2O3S (wB97M-V/def2-TZVPD)
C 0.411 0.648 2.370
C 0.933 -1.270 -1.951
C -0.344 -0.394 0.276
N -1.909 1.516 0.150
N 0.677 -0.006 1.063
O -2.966 1.130 -0.007
O -1.642 -0.352 -1.975
O 0.362 1.228 -1.584
S -0.349 -0.014 -1.400
H 0.395 1.789 2.271
H -0.572 0.394 2.639
H 1.224 0.351 2.975
H 0.842 -1.334 -2.991
H 1.709 -0.824 -1.431
H 0.687 -2.171 -1.593
H -0.991 -1.197 0.510
H 1.534 0.505 0.676
```


#Q
This record from OMol25 describes C3H8N2O3S as an isolated structure. The level of theory is wB97M-V/def2-TZVPD.

```
17
C3H8N2O3S (wB97M-V/def2-TZVPD)
C 0.677 -0.424 -0.606
C 0.509 -0.928 1.718
C -0.624 1.044 0.708
N 0.204 0.156 -3.952
N 0.139 -0.130 0.553
O 1.585 -1.067 -1.012
O -1.805 -0.362 -2.291
O -0.639 1.909 -2.258
S -0.594 0.466 -2.306
H 1.038 -0.348 2.470
H -0.519 -1.268 2.156
H 1.132 -1.751 1.391
H -1.493 0.814 1.380
H -0.166 1.909 1.187
H -1.096 1.224 -0.220
H 0.488 -0.819 -4.007
H 1.096 0.635 -3.994
```


Which of them is least stable? Easy: #P.


#P
This record from OMol25 describes one molecule with the formula C8H15NO. The level of theory is wB97M-V/def2-TZVPD.

```
25
C8H15NO (wB97M-V/def2-TZVPD)
C 3.451 -0.579 0.127
C 2.146 0.091 0.521
C 0.934 -0.131 -0.366
C 0.369 -1.560 -0.291
C -1.052 -1.254 -0.115
C -2.498 -1.242 0.029
C -2.630 0.277 0.370
N -1.438 1.136 0.002
C -0.058 1.189 -0.171
O 0.489 2.279 -0.230
H 3.765 -0.353 -0.882
H 4.216 -0.281 0.815
H 3.366 -1.676 0.224
H 1.786 -0.139 1.528
H 2.357 1.162 0.476
H 1.252 0.089 -1.380
H 0.491 -2.176 -1.207
H 0.835 -2.133 0.531
H -0.900 -0.702 0.793
H -1.063 -0.605 -0.954
H -3.106 -1.560 -0.828
H -2.902 -1.779 0.893
H -2.745 0.378 1.478
H -3.483 0.713 -0.123
H -1.677 2.136 -0.157
```

SMILES: CC[C@H]1CCCCNC1=O


#Q
This record from OMol25 describes one molecule with the formula C8H15NO. The level of theory is wB97M-V/def2-TZVPD.

```
25
C8H15NO (wB97M-V/def2-TZVPD)
H 2.991 -0.912 -1.638
N 3.324 -0.597 -0.732
C 2.435 0.129 -0.111
O 2.910 0.343 1.100
C 0.936 0.070 -0.238
C 0.337 -1.067 0.616
C -0.964 -1.668 0.074
C -1.985 -0.677 -0.498
C -2.103 0.663 0.238
C -1.077 1.705 -0.217
C 0.379 1.449 0.169
H 3.855 -0.345 0.844
H 0.722 -0.117 -1.302
H 1.070 -1.880 0.722
H 0.177 -0.684 1.635
H -0.722 -2.404 -0.708
H -1.429 -2.239 0.892
H -1.740 -0.466 -1.552
H -2.966 -1.174 -0.520
H -3.105 1.078 0.051
H -2.034 0.510 1.328
H -1.146 1.796 -1.315
H -1.360 2.689 0.187
H 0.498 1.556 1.259
H 0.995 2.242 -0.282
```

SMILES: [H]/N=C(/O)C1CCCCCC1


Which of them is least stable? Easy: #P.


#P
This record from OMol25 describes H8NaO4 as an isolated structure. The level of theory is wB97M-V/def2-TZVPD.

```
13
H8NaO4 (wB97M-V/def2-TZVPD)
Na -0.281 0.270 0.216
O 1.324 -1.234 0.978
H 1.805 -0.858 1.715
H 1.941 -1.846 0.576
O 0.620 2.112 1.582
H 0.010 2.493 2.214
H 1.458 2.533 1.775
O -1.136 -2.024 -0.337
H -0.649 -2.813 -0.577
H -1.911 -2.040 -0.898
O -0.866 1.089 -2.079
H -1.613 0.583 -2.400
H -0.701 1.734 -2.767
```

Charge: +1


#Q
This record from OMol25 describes H8NaO4 as an isolated structure. The level of theory is wB97M-V/def2-TZVPD.

```
13
H8NaO4 (wB97M-V/def2-TZVPD)
Na -0.282 -0.993 0.349
O 1.866 -3.592 -0.979
H 2.666 -3.133 -1.238
H 2.113 -4.517 -0.970
O -3.435 -0.111 1.710
H -4.044 0.460 1.242
H -3.678 -0.018 2.631
O 1.774 1.943 1.743
H 2.679 1.742 1.984
H 1.695 2.888 1.872
O -0.657 1.512 -2.983
H 0.248 1.443 -2.679
H -0.945 2.375 -2.685
```

Charge: +1


Which of them is least stable? Easy: #Q.


#P
This record from OMol25 describes a 2-piece molecular cluster, C4H10NO3 overall. The level of theory is wB97M-V/def2-TZVPD.

```
18
C4H10NO3 (wB97M-V/def2-TZVPD)
O -0.797 -1.462 1.739
C 0.012 -0.616 1.511
C 0.517 -0.458 0.081
C 1.769 0.400 -0.112
C 2.386 0.149 -1.475
O 1.677 -0.114 -2.411
N -0.635 0.106 -0.696
H 0.287 0.152 2.256
H 0.781 -1.410 -0.343
H 1.435 1.440 0.015
H 2.544 0.251 0.644
H 3.474 0.294 -1.561
H -0.541 -0.150 -1.680
H -1.554 -0.215 -0.406
H -0.629 1.128 -0.682
H -4.198 0.012 0.599
H -3.202 0.108 1.718
O -3.327 0.385 0.802
```

Charge: +1


#Q
This record from OMol25 describes a 3-piece molecular cluster, C4H10NO3 overall. The level of theory is wB97M-V/def2-TZVPD.

```
18
C4H10NO3 (wB97M-V/def2-TZVPD)
C 2.631 -0.554 -0.863
C 1.524 -0.581 0.022
C -0.920 2.269 1.203
C -1.413 1.613 0.214
N -2.047 0.943 -0.634
O 0.357 -0.385 -0.172
O -2.273 -1.547 0.154
O 1.986 -1.108 1.182
H 2.150 -1.330 -1.601
H 3.582 -0.848 -0.554
H -1.286 3.081 1.754
H 0.036 2.005 1.627
H -1.801 1.111 -1.554
H -2.450 0.038 -0.422
H 2.637 0.381 -1.462
H -2.604 -2.164 -0.573
H -1.280 -1.575 -0.028
H 1.171 -1.351 1.705
```

Charge: +1


Which of them is least stable? Easy: #Q.


#P
This record from OMol25 describes one molecule with the formula C2H9N2. The level of theory is wB97M-V/def2-TZVPD.

```
13
C2H9N2 (wB97M-V/def2-TZVPD)
N 1.144 -0.702 -0.760
C 0.937 0.172 0.373
C -0.520 0.149 0.870
N -1.428 0.393 -0.309
H 1.552 -0.294 -1.543
H -1.447 -0.475 -0.756
H 1.424 -1.658 -0.469
H 1.201 1.133 0.071
H 1.805 0.001 1.159
H -0.794 0.804 1.690
H -0.803 -0.937 1.250
H -1.069 0.887 -1.255
H -2.388 0.771 -0.119
```

Spin multiplicity: 2
<S²>: 0.75


#Q
This record from OMol25 describes a 2-piece molecular cluster, C2H9N2 overall. The level of theory is wB97M-V/def2-TZVPD.

```
13
C2H9N2 (wB97M-V/def2-TZVPD)
C -0.608 -4.254 4.217
H -0.770 -3.766 3.267
H 0.458 -4.280 4.456
H -1.158 -3.822 5.050
H -0.737 -5.334 4.292
N 0.657 1.811 -3.524
C 0.635 3.040 -2.882
N -0.262 3.352 -1.895
H -0.192 1.301 -3.463
H 1.525 1.338 -3.682
H 1.570 3.576 -2.932
H 0.037 4.066 -1.248
H -1.155 2.970 -1.657
```

Spin multiplicity: 2
<S²>: 0.75


Which of them is least stable? Easy: #P.


#P
This record from OMol25 describes one molecule with the formula C4H9NS3. The level of theory is wB97M-V/def2-TZVPD.

```
17
C4H9NS3 (wB97M-V/def2-TZVPD)
N 2.695 -1.139 -0.423
C 2.439 0.240 -0.022
C 1.105 0.808 -0.307
S -0.116 -0.074 0.651
C -1.610 0.702 0.373
S -1.854 2.095 -0.409
C -2.875 -0.076 0.802
S -3.512 -1.160 -0.530
H 2.015 -1.763 -0.007
H 2.731 -1.251 -1.436
H 2.640 0.286 1.048
H 3.278 0.744 -0.498
H 1.146 1.873 -0.038
H 0.781 0.726 -1.385
H -2.712 -0.624 1.706
H -3.655 0.666 0.929
H -2.498 -2.053 -0.454
```

SMILES: NCCSC(=S)CS


#Q
This record from OMol25 describes C4H9NS3 as an isolated structure. The level of theory is wB97M-V/def2-TZVPD.

```
17
C4H9NS3 (wB97M-V/def2-TZVPD)
C -1.809 2.087 -1.320
C 0.100 0.692 0.217
C 0.277 -0.573 0.924
C 1.481 -1.486 0.655
H -2.264 3.097 -0.664
H -2.652 1.727 -2.429
H -0.757 2.335 -1.836
H -0.678 -1.134 0.628
H -1.516 -0.383 2.428
H 2.377 -0.855 1.055
H 1.248 -2.340 1.227
H 0.808 -2.414 -0.930
H 2.091 -1.248 -1.341
N 1.726 -1.903 -0.708
S -1.485 0.598 -0.552
S 1.169 1.910 -0.156
S -0.117 -0.110 2.803
```


Which of them is least stable? Easy: #Q.


#P
This record from OMol25 describes one molecule with the formula C2H6N4S2. The level of theory is wB97M-V/def2-TZVPD.

```
14
C2H6N4S2 (wB97M-V/def2-TZVPD)
N 1.417 1.169 -0.792
N 0.659 0.821 0.325
N 1.045 -0.411 0.866
C 0.185 -1.437 0.396
C -1.138 -0.700 0.017
S -2.570 -1.213 -0.392
N -0.690 0.708 -0.022
S -1.845 1.925 0.246
H 1.220 0.418 -1.501
H 2.452 1.125 -0.587
H 0.873 -0.393 1.876
H -0.051 -2.152 1.102
H 0.670 -1.889 -0.440
H -2.226 2.028 -1.095
```

SMILES: NN1NCC(=S)N1S


#Q
This record from OMol25 describes one molecule with the formula C2H6N4S2. The level of theory is wB97M-V/def2-TZVPD.

```
14
C2H6N4S2 (wB97M-V/def2-TZVPD)
H -1.778 -2.039 -2.343
N -1.950 -1.988 -1.346
C -1.458 -0.956 -0.812
N -1.480 -0.777 0.559
S -0.596 0.285 -1.793
S -0.130 1.826 -0.528
C 1.396 1.336 0.300
N 1.558 0.001 0.558
N 2.156 2.320 0.569
H 2.946 2.045 1.135
H -1.629 0.189 0.896
H -2.108 -1.432 0.997
H 2.365 -0.275 1.114
H 0.709 -0.535 0.694
```

SMILES: [H]/N=C(/N)SS/C(N)=N/[H]


Which of them is least stable? Easy: #P.


#P
This record from OMol25 describes a 2-piece molecular cluster, C5H8S overall. The level of theory is wB97M-V/def2-TZVPD.

```
14
C5H8S (wB97M-V/def2-TZVPD)
C 1.717 -2.509 1.512
C 1.531 -1.337 1.186
C -0.583 1.892 -0.225
C -0.831 -0.533 0.046
C -0.556 0.504 -0.667
S 0.109 0.140 -2.326
H 1.607 -3.462 1.791
H -0.979 2.420 -1.063
H -1.076 2.203 0.752
H 0.470 2.455 -0.116
H -1.200 -0.190 1.016
H -0.653 -1.531 -0.238
H -1.114 0.301 -2.788
H 1.558 -0.354 1.120
```

Spin multiplicity: 3
<S²>: 2.01


#Q
This record from OMol25 describes one molecule with the formula C5H8S. The level of theory is wB97M-V/def2-TZVPD.

```
14
C5H8S (wB97M-V/def2-TZVPD)
C 0.999 -0.276 0.026
C -0.342 0.184 -0.078
C -0.602 1.517 0.009
C 2.019 0.514 -0.114
C -1.457 -0.776 -0.072
S 3.673 -0.135 -0.001
H 1.021 -1.297 0.143
H -1.672 1.915 0.071
H 0.127 2.314 0.175
H 1.812 1.479 -0.507
H -1.155 -1.795 -0.716
H -2.344 -0.321 -0.537
H -1.481 -1.185 1.007
H 3.071 -1.317 0.371
```

Spin multiplicity: 3
<S²>: 2.01


Which of them is least stable? Easy: #P.


#P
This record from OMol25 describes one molecule with the formula C3H3O3P. The level of theory is wB97M-V/def2-TZVPD.

```
10
C3H3O3P (wB97M-V/def2-TZVPD)
O 2.526 -1.185 -0.025
C 1.461 -0.652 -0.095
O 0.318 -1.251 0.211
C -0.868 -0.512 0.016
C -0.529 0.972 -0.033
O 0.053 1.454 1.095
P 1.244 1.147 -0.667
H -1.512 -0.720 0.870
H -1.367 -0.831 -0.907
H -1.328 1.578 -0.464
```

SMILES: O=C1OC[C@H]2OP12


#Q
This record from OMol25 describes C3H3O3P as an isolated structure. The level of theory is wB97M-V/def2-TZVPD.

```
10
C3H3O3P (wB97M-V/def2-TZVPD)
C 1.026 1.149 0.553
C -0.034 0.379 0.210
C 1.895 0.097 -0.098
O 3.013 -0.141 -0.454
O 0.799 -0.812 -0.370
O -1.739 -1.469 -0.168
P -1.757 0.103 0.168
H 1.161 2.209 0.942
H -2.258 -1.935 0.418
H -2.105 0.420 -1.200
```


Which of them is least stable? Easy: #Q.


#P
This record from OMol25 describes a 4-piece molecular cluster, C16H24O12 overall. The level of theory is wB97M-V/def2-TZVPD.

```
52
C16H24O12 (wB97M-V/def2-TZVPD)
C 4.124 0.835 2.574
C 4.347 -0.784 2.375
C 5.583 -1.198 1.509
O 6.444 -1.829 2.453
C 5.849 -1.807 3.701
O 6.473 -2.141 4.704
O 4.605 -1.262 3.622
H 4.063 1.171 3.609
H 3.335 1.290 1.975
H 5.025 1.388 2.309
H 3.493 -1.343 1.991
H 6.088 -0.332 1.081
H 5.058 -1.888 0.849
C -6.390 2.609 -5.871
C -5.360 3.383 -5.074
C -5.712 3.838 -3.649
O -4.634 3.247 -2.888
C -3.736 2.644 -3.650
O -2.719 2.028 -3.334
O -4.148 2.639 -4.970
H -6.620 1.839 -5.135
H -5.950 2.388 -6.843
H -7.308 3.187 -5.978
H -5.010 4.313 -5.521
H -6.684 3.538 -3.258
H -5.870 4.906 -3.505
C -1.183 -3.074 2.809
C -0.061 -3.722 3.614
C 1.365 -3.125 3.412
O 1.690 -2.668 4.661
C 0.628 -2.832 5.486
O 0.718 -2.334 6.668
O -0.350 -3.406 4.954
H -2.086 -3.597 3.125
H -1.244 -3.531 1.821
H -1.273 -1.992 2.899
H -0.184 -4.805 3.610
H 1.530 -2.211 2.842
H 2.052 -3.816 2.923
C 0.656 1.908 -2.727
C -0.063 1.139 -1.601
C -0.352 -0.449 -1.975
O 0.134 -1.021 -0.798
C 0.844 -0.163 -0.103
O 1.570 -0.531 0.784
O 0.684 1.119 -0.434
H 0.972 2.911 -2.441
H 0.256 1.961 -3.740
H 1.577 1.332 -2.812
H -1.008 1.661 -1.452
H 0.157 -0.722 -2.899
H -1.380 -0.693 -1.705
```

SMILES: C[C@H]1COC(=O)O1.C[C@H]1COC(=O)O1.C[C@H]1COC(=O)O1.C[C@H]1COC(=O)O1


#Q
This record from OMol25 describes a 4-piece molecular cluster, C16H24O12 overall. The level of theory is wB97M-V/def2-TZVPD.

```
52
C16H24O12 (wB97M-V/def2-TZVPD)
C 15.560 -0.632 -25.823
C 15.460 0.732 -26.475
C 16.781 1.231 -27.117
O 16.351 1.795 -28.338
C 15.087 1.389 -28.617
O 14.514 1.656 -29.628
O 14.533 0.812 -27.557
H 16.130 -0.583 -24.899
H 15.911 -1.388 -26.527
H 14.554 -0.978 -25.569
H 15.090 1.455 -25.740
H 17.393 0.333 -27.262
H 17.330 1.945 -26.510
C 17.429 1.661 -31.782
C 16.201 1.134 -32.485
C 15.210 2.263 -32.924
O 15.351 2.276 -34.365
C 15.727 1.079 -34.750
O 15.597 0.623 -35.852
O 16.498 0.538 -33.779
H 18.066 0.823 -31.484
H 17.234 2.195 -30.855
H 18.009 2.292 -32.456
H 15.658 0.348 -31.965
H 15.628 3.229 -32.643
H 14.159 2.222 -32.659
C 13.203 1.730 -38.981
C 12.336 1.397 -37.805
C 12.698 0.059 -37.118
O 12.622 0.359 -35.753
C 12.487 1.665 -35.560
O 12.400 2.217 -34.509
O 12.498 2.330 -36.740
H 13.048 0.984 -39.774
H 14.282 1.668 -38.845
H 12.880 2.655 -39.461
H 11.304 1.310 -38.157
H 13.637 -0.380 -37.458
H 11.934 -0.662 -37.429
C 13.623 -2.402 -32.801
C 14.042 -2.826 -34.226
C 15.542 -2.624 -34.435
O 16.047 -3.977 -34.523
C 15.015 -4.837 -34.657
O 15.141 -5.990 -34.905
O 13.864 -4.217 -34.398
H 13.979 -1.383 -32.639
H 14.271 -3.008 -32.159
H 12.558 -2.467 -32.612
H 13.422 -2.204 -34.874
H 16.025 -2.150 -33.584
H 15.831 -2.185 -35.387
```

SMILES: C[C@H]1COC(=O)O1.C[C@H]1COC(=O)O1.C[C@H]1COC(=O)O1.C[C@H]1COC(=O)O1


Which of them is least stable? Easy: #P.


#P
This record from OMol25 describes one molecule with the formula C2H3O2P. The level of theory is wB97M-V/def2-TZVPD.

```
8
C2H3O2P (wB97M-V/def2-TZVPD)
H 1.204 1.177 0.559
P 1.810 -0.046 0.369
C 0.523 -0.994 -0.174
O -0.789 -0.752 -0.075
C -1.114 0.524 -0.057
O -0.430 1.431 -0.436
H 0.898 -2.088 -0.420
H -2.102 0.747 0.234
```

SMILES: [H]/P=C\OC=O


#Q
This record from OMol25 describes C2H3O2P as an isolated structure. The level of theory is wB97M-V/def2-TZVPD.

```
8
C2H3O2P (wB97M-V/def2-TZVPD)
C 0.950 -0.828 -0.130
C 0.436 0.057 0.861
O 1.402 -0.488 -1.196
O 0.625 0.662 1.824
P -1.645 0.362 -0.375
H 0.796 -1.882 0.227
H -1.681 1.606 0.266
H -0.884 0.512 -1.476
```


Which of them is least stable? Easy: #Q.